Entry 1:
ORCA calculation (ωB97M-V/def2-TZVPD) on 2 unconnected molecules or ions with the total composition C10H8Cl2N2 at a distorted geometry.

Calculated values
Calculated total energy (Eh): -1415.556027
Energy relative to the best compared isomer or geometry (same formula, charge and spin) (kcal per mole): 108.4
E_LUMO (spin up / spin down) (eV): -1.64 / -0.93

Structure (ORCA input):
```
! wB97M-V def2-TZVPD RIJCOSX def2/J DEFGRID3
* xyz 0 1
C -0.40530 -1.26726 -2.37135
C 2.40341 -0.46554 1.84587
C 1.79031 0.41541 0.95035
C 1.83511 -1.75541 1.86278
C 0.88152 0.07629 0.02634
C 0.87353 -2.19245 0.92409
C 0.36702 -1.29546 -0.01177
C -2.65506 -0.03178 -0.72925
C -2.95295 0.71981 -1.95135
C -0.60886 -1.60684 -1.04578
N -0.28007 -0.94303 -3.45435
N -3.15969 -0.13469 0.38713
Cl -1.71023 -3.03110 -0.87319
Cl -2.69103 -1.19051 1.69643
H 3.02963 -0.03084 2.66207
H 2.24924 1.32368 0.82197
H 2.22827 -2.50727 2.44080
H 0.39340 0.87024 -0.37278
H 0.60383 -3.19235 1.16727
H -4.02344 0.37956 -2.17703
H -2.83698 1.82474 -1.87061
H -2.32056 0.26773 -2.68317
*
```

Atom charges from the Mulliken analysis, given in e for atoms 1 to 4: 0.209, -0.577, -0.478, -0.440

=====

Entry 2:
ORCA calculation (ωB97M-V/def2-TZVPD) on a molecular structure, C46H55BiN6OP2S2 at a distorted geometry.

Calculated values
Calculated total energy (Eh): -3882.757847
Energy relative to the best compared isomer or geometry (same formula, charge and spin) (kcal per mole): 52.2
E_LUMO (eV): -5.30

Structure (ORCA input):
```
! wB97M-V def2-TZVPD RIJCOSX def2/J DEFGRID3
* xyz 2 1
Bi 0.55596 -0.49931 -1.16875
C -2.94989 -0.91011 -2.40574
C -2.61539 -2.25460 -1.74166
N -1.20620 -2.52036 -1.51380
C -0.55407 -3.33948 -2.49822
C -0.16189 -2.66256 -3.79818
S 0.64985 -1.03924 -3.84977
C -0.82209 -0.00637 -4.36764
C -1.57322 0.84487 -3.36631
N -1.89926 0.11072 -2.16174
H -3.98425 -0.63779 -2.05318
H -3.05437 -1.07075 -3.50147
H -2.99663 -3.02114 -2.39642
H -3.14378 -2.34737 -0.76085
H -0.97315 -2.93180 -0.61080
H -1.19262 -4.13821 -2.81812
H 0.33036 -3.76276 -2.07849
H -0.97644 -2.56413 -4.50509
H 0.52776 -3.28711 -4.28085
H -1.33041 -0.60859 -4.99269
H -0.39431 0.73283 -5.12307
H -2.42555 1.37303 -3.81597
H -0.91449 1.56002 -2.90058
H -2.24594 0.87738 -1.51574
C -2.63252 2.01454 2.45709
N -1.90897 1.23057 1.44791
P -1.84785 -0.51027 1.45131
C -1.36626 -0.68471 3.24058
C -2.25145 -0.77790 4.34113
C -1.78434 -0.89828 5.66961
C -0.39978 -0.87338 5.88252
C 0.47423 -0.85630 4.80382
C -0.00633 -0.84866 3.50153
C -3.61705 -0.98944 1.35823
C -4.13291 -2.13462 1.90814
C -5.41824 -2.55929 1.63276
C -6.22492 -1.74459 0.81233
C -5.70001 -0.53754 0.35095
C -4.43456 -0.13998 0.68122
P -0.71049 2.01547 0.46063
C 0.04846 3.20614 1.69278
C 0.38465 2.65804 2.94429
C 0.95675 3.50910 3.85434
C 1.28521 4.82374 3.57398
C 1.04871 5.25904 2.30544
C 0.35598 4.51760 1.38734
C -1.56533 3.11586 -0.68519
C -0.75339 3.77034 -1.64823
C -1.27970 4.64893 -2.59413
C -2.62410 5.00577 -2.58248
C -3.40486 4.45038 -1.54210
C -2.90538 3.51833 -0.64862
H -2.08725 1.84704 3.49314
H -3.65645 1.62184 2.56502
H -2.77940 3.04244 2.14352
H -3.33247 -0.80482 4.19013
H -2.42423 -0.94609 6.50130
H -0.02752 -0.90067 6.94463
H 1.54325 -0.89648 5.05982
H 0.77306 -0.79123 2.74440
H -3.47916 -2.78744 2.46904
H -5.81089 -3.41787 2.09300
H -7.26726 -1.92878 0.55147
H -6.44118 0.05883 -0.20808
H -4.11878 0.86255 0.32625
H 0.14094 1.63628 3.30405
H 1.05083 3.14421 4.87678
H 1.72437 5.53205 4.27505
H 1.33436 6.28113 1.99144
H 0.07366 4.94580 0.45404
H 0.32924 3.63575 -1.59987
H -0.50988 5.15057 -3.17020
H -3.02015 5.62384 -3.35500
H -4.42563 4.77881 -1.42054
H -3.57906 3.15107 0.14119
O 0.83852 -3.34499 0.14561
S 0.94045 -4.51522 1.15833
C 2.55929 -5.33244 0.78308
C 3.69095 -4.57070 1.54543
C 3.06002 -4.27467 2.92345
C 1.62729 -3.68200 2.66872
H 2.67741 -5.40267 -0.26892
H 2.49137 -6.29093 1.25692
H 4.00899 -3.62596 1.03952
H 4.53665 -5.19082 1.64516
H 3.66172 -3.54772 3.48928
H 3.00189 -5.16831 3.46456
H 1.73906 -2.67310 2.32068
H 0.99156 -3.68066 3.55272
C 6.20109 -2.45251 -2.72275
N 5.14031 -1.89577 -1.92371
C 5.13043 -1.60035 -0.56198
C 3.85050 -1.28198 -0.23575
N 3.05592 -1.35240 -1.36505
C 3.85981 -1.73160 -2.34297
H 7.08638 -1.78038 -2.82275
H 5.81319 -2.69189 -3.70561
H 6.61277 -3.29967 -2.19152
H 5.98878 -1.40247 0.01709
H 3.41070 -1.06615 0.75170
H 3.55874 -1.84628 -3.40842
N 4.81771 5.83478 -2.77150
C 4.16217 4.89492 -2.72267
C 3.37885 3.66830 -2.50389
C 3.38751 3.14000 -1.22507
C 2.54172 2.04825 -0.93856
C 1.67733 1.46955 -1.83492
C 1.67207 2.07417 -3.14749
C 2.51287 3.13823 -3.47230
H 4.00976 3.58853 -0.46207
H 2.48033 1.69842 0.08017
H 1.01340 1.70935 -3.88693
H 2.56656 3.51226 -4.53026
*
```

Atom charges from the Mulliken analysis, given in e for atoms 1 to 4: 2.885, -0.535, -0.818, 0.189

=====

Entry 3:
ORCA calculation (ωB97M-V/def2-TZVPD) on C2H4F2N2O2 in the gas phase at a distorted geometry.

Calculated values
Calculated total energy (Eh): -538.194052
Energy relative to the best compared isomer or geometry (same formula, charge and spin) (kcal per mole): 73.7
SMILES: NC(=O)OCN(F)F
E_LUMO (eV): 0.76

Structure (ORCA input):
```
! wB97M-V def2-TZVPD RIJCOSX def2/J DEFGRID3
* xyz 0 1
C -0.49200 -0.30677 -0.48233
C 1.03418 -0.36078 1.25981
N -0.72918 0.50028 -1.59465
N 2.37168 -0.89772 0.38246
O -0.92779 -1.37088 -0.18304
O 0.50592 0.39658 0.26623
F 3.22568 -1.40045 1.21513
F 2.04742 -2.04842 -0.37256
H 1.61787 0.29086 1.95066
H 0.56941 -1.26338 1.67286
H -1.34231 0.19542 -2.34769
H -0.15281 1.34131 -1.72004
*
```

Atom charges from the Mulliken analysis, given in e for atoms 1 to 4: 0.621, -0.287, -0.365, 0.103

=====

Entry 4:
ORCA calculation (ωB97M-V/def2-TZVPD) on 4 unconnected molecules or ions with the total composition C27H59B3N4O16P at a distorted geometry.

Calculated values
Calculated total energy (Eh): -2902.793738
E_LUMO (eV): -2.96

Structure (ORCA input):
```
! wB97M-V def2-TZVPD RIJCOSX def2/J DEFGRID3
* xyz 1 1
C -4.06961 -2.97592 -1.62007
O -3.02441 -2.35620 -0.83302
B -3.22994 -2.19772 0.49282
O -4.41397 -2.61607 1.09326
C -2.06721 -1.55314 1.43389
B -2.89422 -1.40642 2.80563
C -3.00162 -2.50667 3.91023
O -3.59629 -0.22200 3.02028
C -0.95624 -2.65182 1.33718
C 0.01011 -2.94788 2.49598
C 0.61874 -1.74973 3.19814
O 1.47978 -1.12410 2.61877
N 0.17134 -1.41618 4.47754
C 0.92994 -0.27984 5.03253
C 0.30278 -2.55673 5.41264
O -1.72470 -3.86867 1.11410
C -1.03126 -4.94666 0.87488
N -0.41415 -5.86774 0.57163
C -0.21708 -2.12711 0.11776
O 0.54198 -2.91467 -0.63068
N -0.40285 -0.87970 -0.08848
C 0.27891 -0.16090 -1.18577
B 1.84122 0.12337 -1.01338
O 2.53257 -0.26647 0.09312
O 2.38750 0.79045 -2.06512
C -1.41406 -0.27315 0.80310
C -0.96748 0.76831 1.82899
C 0.20470 1.67844 1.45061
C 0.03946 2.99081 2.19616
O -0.90628 3.72142 2.04928
O 1.05599 3.28423 3.03804
P -2.62291 0.67320 -0.31512
N -2.15604 2.12601 -0.63283
H -3.71117 -3.02434 -2.63973
H -4.97172 -2.37474 -1.59829
H -4.24605 -3.98416 -1.26625
H -5.16016 -2.02939 0.91876
H -2.34756 -2.22959 4.73323
H -2.81232 -3.52212 3.57928
H -4.00948 -2.45554 4.31652
H -4.34967 -0.15612 2.42325
H -0.50964 -3.58090 3.20571
H 0.85862 -3.52878 2.13980
H 0.89778 0.58451 4.38595
H 1.95904 -0.56221 5.24170
H 0.44845 0.00541 5.96308
H -0.34350 -3.37225 5.11096
H -0.04275 -2.24619 6.39258
H 1.33704 -2.88438 5.50037
H 0.07717 -3.10249 -1.47153
H -0.25995 0.75695 -1.40689
H 0.16984 -0.77369 -2.08214
H 3.41454 -0.57598 -0.15112
H 3.27803 1.10237 -1.85647
H -0.75636 0.30564 2.78031
H -1.81717 1.42541 1.99645
H 0.22236 1.95010 0.40254
H 1.15065 1.26055 1.77989
H 1.11013 4.25393 3.04838
H -3.86002 0.57333 0.35457
H -2.68677 -0.10084 -1.48244
H -2.79024 2.83667 -0.29157
C 1.32969 -5.11664 -2.68323
O 0.21229 -4.25123 -2.82906
C 0.41309 -3.21383 -3.78062
C -0.21967 -3.50430 -5.12451
O 0.41837 -4.59896 -5.76012
C -0.31236 -5.81168 -5.68141
H 1.00649 -5.97951 -2.10483
H 1.70241 -5.45701 -3.65045
H 2.14483 -4.62275 -2.13997
H 1.48510 -3.02822 -3.91591
H -0.04348 -2.30397 -3.36761
H -0.07739 -2.62467 -5.75207
H -1.29474 -3.68392 -5.02620
H -1.17700 -5.78280 -6.35175
H -0.65310 -6.01335 -4.66270
H 0.34969 -6.61499 -5.99792
C 1.21651 1.49741 -4.72901
O 1.48991 1.72937 -6.09805
C 1.71635 0.52565 -6.80723
C 0.46423 -0.03299 -7.43206
O -0.41114 -0.40737 -6.37754
C -1.47628 0.50377 -6.16100
H 0.89416 2.44488 -4.29894
H 0.40646 0.76798 -4.61624
H 2.08662 1.13504 -4.18882
H 2.11923 -0.23553 -6.12975
H 2.47195 0.73499 -7.56943
H 0.72192 -0.93741 -7.99174
H -0.00620 0.66836 -8.12584
H -2.23037 0.40732 -6.94791
H -1.12128 1.53571 -6.12605
H -1.93445 0.25432 -5.20443
C 2.75845 8.36630 6.46716
O 3.17835 8.87746 5.21437
C 4.13432 8.06140 4.56000
C 3.50466 7.23736 3.46095
O 2.59567 6.27332 3.97937
C 1.23870 6.66150 3.86444
H 1.88982 8.94199 6.78088
H 2.48037 7.31146 6.40090
H 3.54768 8.48567 7.21645
H 4.64387 7.41124 5.27725
H 4.88146 8.72518 4.11482
H 4.29091 6.68991 2.93285
H 3.00225 7.88939 2.74074
H 0.90577 6.57922 2.82106
H 1.07417 7.68211 4.21363
H 0.64789 5.98092 4.47852
*
```

Atom charges from the Mulliken analysis, given in e for atoms 1 to 4: -1.096, 0.046, -0.027, -0.420

=====

Computed values of molecular weight (unit: g mol⁻¹) for the preceding records, in sequence: 227.1; 1043.0; 126.1; 759.2.